Record 1
Entry from the OMol25 dataset: a 10-piece molecular cluster, C14H48N4O16 overall in a non-equilibrium geometry (ωB97M-V with the def2-TZVPD basis set).

The calculation puts the highest occupied orbital energy at -9.19 eV. As for the largest force on an atom: 7.40 eV Å⁻¹. The calculation puts the frontier orbital gap at 9.1 eV. The energy above the lowest of the compared OMol25 structures with the same formula, charge and spin is 2.5715 eV. The calculation puts the total energy at -1984.9707 a.u. As for the SMILES: NC(N)=O.NC(N)=O.OCCO.OCCO.OCCO.OCCO.OCCO.OCCO.O.O.

ORCA input file:
```
! RIJCOSX wB97M-V def2-TZVPD def2/J DEFGRID3
* xyz 0 1
N -15.9636 7.9074 13.9924
C -15.8156 8.8362 13.1183
N -15.6508 9.9610 13.7384
O -15.7133 8.6946 11.8846
H -15.8811 8.2470 14.9401
H -15.7483 6.9712 13.6805
H -15.4487 9.9521 14.7279
H -15.6498 10.7793 13.1463
N -17.9364 10.5535 15.8462
C -18.0346 9.9304 16.9190
N -18.8945 8.9626 16.9836
O -17.3233 10.3162 17.8257
H -18.4541 10.1012 15.1063
H -17.2570 11.2922 15.7329
H -19.2307 8.6180 17.8715
H -19.4485 8.6619 16.1944
O -20.0646 10.0869 8.1890
C -19.8084 8.9486 8.9409
C -18.9542 9.1947 10.3130
O -18.3875 7.9395 10.7417
H -21.0080 10.2643 8.1809
H -20.6163 8.2210 9.0192
H -19.1104 8.4285 8.2849
H -19.5886 9.6202 11.0904
H -18.1312 9.8713 10.0827
H -17.4300 8.0085 10.7462
O -15.3785 5.3388 15.3703
C -15.5051 5.8448 16.6867
C -16.9314 6.2201 16.9767
O -17.7070 5.1764 17.5540
H -15.9074 4.5386 15.3295
H -15.1818 5.1743 17.4828
H -14.8131 6.6809 16.7881
H -17.4290 6.4913 16.0456
H -16.9706 7.0672 17.6616
H -18.3880 5.5095 18.1429
O -20.4462 13.1922 11.4609
C -19.3946 13.8947 12.1295
C -18.1394 13.0486 12.3640
O -17.5095 12.8200 11.0930
H -20.1896 13.1480 10.5369
H -19.0362 14.8080 11.6546
H -19.7829 14.2303 13.0912
H -18.2810 12.0633 12.8081
H -17.5051 13.6448 13.0200
H -16.8161 12.1640 11.1950
O -15.1479 11.5084 11.6543
C -13.9452 12.2731 11.9508
C -14.3022 13.6990 12.4228
O -14.9820 14.3115 11.3875
H -14.9058 10.6043 11.4405
H -13.1749 11.8505 12.5959
H -13.3932 12.3421 11.0135
H -13.5549 14.3355 12.8967
H -14.9734 13.7441 13.2804
H -15.8780 13.9776 11.3013
O -11.4906 6.9111 13.4988
C -12.5263 6.6027 14.5223
C -11.7634 6.4407 15.9135
O -11.3403 7.7074 16.3792
H -11.0788 7.7387 13.7579
H -13.4377 7.1917 14.4197
H -12.9970 5.6335 14.3576
H -10.9180 5.7528 15.9078
H -12.5038 5.9882 16.5732
H -10.6764 7.5650 17.0578
O -13.2321 7.9973 18.4828
C -13.6942 9.3199 18.5187
C -13.9399 9.8446 17.0678
O -15.0273 9.1971 16.5182
H -12.6144 7.9392 17.7503
H -14.5650 9.3036 19.1741
H -12.9313 9.9922 18.9112
H -13.1105 9.6338 16.3928
H -14.1216 10.9179 17.1232
H -15.8166 9.4554 16.9998
O -17.9223 5.7558 13.4320
H -18.6238 5.5826 14.0598
H -18.0510 6.6686 13.1741
O -15.8739 6.8377 10.1103
H -15.0124 6.4355 9.9990
H -15.8382 7.2459 10.9754
*
```

Record 2
Entry from the OMol25 dataset: an isolated ion of composition C5H5N2 and charge +1 in a non-equilibrium geometry (ωB97M-V with the def2-TZVPD basis set).

The calculation puts the highest occupied orbital energy at -15.42 eV. As for the largest force on an atom: 4.65 eV Å⁻¹. The calculation puts the frontier orbital gap at 9.4 eV. The energy above the lowest of the compared OMol25 structures with the same formula, charge and spin is 1.6853 eV. The calculation puts the total energy at -302.6219 a.u.

ORCA input file:
```
! RIJCOSX wB97M-V def2-TZVPD def2/J DEFGRID3
* xyz 1 1
C 0.9426 1.3560 -0.2289
C -0.1793 -0.7287 0.0277
C 1.0708 -1.3450 0.1026
C 2.1973 -0.5893 0.0876
C -2.1199 0.8068 -0.0214
N 1.9182 0.7077 -0.1358
N -1.2047 -0.1932 -0.0176
H 1.1299 -2.3647 0.3121
H 3.2582 -0.9147 -0.1834
H -3.0920 0.3647 0.4420
H -2.2384 1.3076 -0.9753
H -1.6827 1.5928 0.5903
*
```

Record 3
Entry from the OMol25 dataset: a 2-piece molecular cluster, C6H10N2OP overall in a non-equilibrium geometry (ωB97M-V with the def2-TZVPD basis set).

The calculation puts the highest occupied orbital energy (alpha / beta) at -13.83 / -13.88 eV. As for the largest force on an atom: 3.59 eV Å⁻¹. The calculation puts the frontier orbital gap (alpha / beta) at 8.1 / 8.3 eV. The energy above the lowest of the compared OMol25 structures with the same formula, charge and spin is 4.2458 eV. The calculation puts the total energy at -760.2738 a.u.

ORCA input file:
```
! RIJCOSX wB97M-V def2-TZVPD def2/J DEFGRID3
* xyz 1 1
C -1.1670 -0.7290 0.5413
C 0.9068 -1.6362 -0.3609
C -1.0091 0.6114 -0.0093
C 1.8477 -0.5633 0.0301
C 0.1062 0.9945 -1.0565
C 1.4094 0.9088 -0.3254
N -3.1999 -1.2564 1.5056
N -0.3943 -1.7027 0.3829
O 1.1507 -2.5817 -1.0267
P -2.8285 -2.7153 1.6469
H -2.0823 0.9723 -0.3013
H -0.6919 1.2459 0.9114
H 2.0562 -0.5716 1.1148
H 2.8222 -0.7204 -0.4579
H 0.1772 0.3010 -1.8377
H -0.2450 1.9999 -1.4222
H 1.1795 1.6434 0.3707
H 2.1939 1.2375 -0.8995
H -0.5705 -2.6282 0.6660
H -3.9670 -3.3339 2.2961
*
```

Record 4
Entry from the OMol25 dataset: one molecule with the formula C22H29N3O2S (ωB97M-V with the def2-TZVPD basis set).

The calculation puts the highest occupied orbital energy at -8.19 eV. As for the largest force on an atom: 0.82 eV Å⁻¹. The calculation puts the frontier orbital gap at 7.9 eV. The energy above the lowest of the compared OMol25 structures with the same formula, charge and spin is 0.0000 eV. The calculation puts the total energy at -1568.7150 a.u. As for the SMILES: CCCN(CCC)CCNC(=O)c1cc2c(=O)n(CC)c3ccccc3c2s1.

ORCA input file:
```
! RIJCOSX wB97M-V def2-TZVPD def2/J DEFGRID3
* xyz 0 1
C -6.6496 -3.3339 -0.2499
C -5.5019 -2.4691 0.2580
C -5.6312 -1.0342 -0.2510
N -4.7720 -0.0927 0.4506
C -5.1239 1.2778 0.0991
C -4.3141 2.3376 0.8427
C -4.9561 3.7115 0.6881
C -3.3605 -0.3941 0.3801
C -2.7117 -0.2974 -1.0202
N -1.2760 -0.3927 -0.9359
C -0.5014 0.7144 -0.8299
O -0.9432 1.8455 -0.9103
C 0.9388 0.4604 -0.6510
C 1.9182 1.4094 -0.6667
C 3.2100 0.8700 -0.4755
C 4.4543 1.6200 -0.4554
O 4.5207 2.8262 -0.5969
N 5.6034 0.8539 -0.2733
C 6.8499 1.6063 -0.2686
C 7.3099 1.9311 1.1490
C 5.6061 -0.5105 -0.0714
C 6.7880 -1.2285 0.1526
C 6.7665 -2.5934 0.3423
C 5.5705 -3.3029 0.3208
C 4.3949 -2.6253 0.1071
C 4.3939 -1.2413 -0.0881
C 3.2010 -0.5002 -0.3054
S 1.5968 -1.1369 -0.3868
H -7.6039 -2.9527 0.1058
H -6.5377 -4.3581 0.0981
H -6.6688 -3.3412 -1.3379
H -5.5056 -2.4528 1.3489
H -4.5594 -2.9079 -0.0742
H -6.6598 -0.7053 -0.0741
H -5.4670 -1.0129 -1.3431
H -5.0441 1.4560 -0.9877
H -6.1786 1.3993 0.3689
H -3.2965 2.3836 0.4523
H -4.2713 2.0707 1.9003
H -5.9613 3.7186 1.1052
H -4.3641 4.4645 1.2020
H -5.0183 3.9853 -0.3628
H -2.8372 0.3008 1.0394
H -3.2084 -1.3999 0.7789
H -2.9335 0.6773 -1.4590
H -3.0808 -1.0879 -1.6776
H -0.8751 -1.2986 -0.7503
H 1.7218 2.4554 -0.8140
H 7.6107 1.0539 -0.8231
H 6.6428 2.5398 -0.7980
H 7.4598 1.0267 1.7347
H 8.2431 2.4866 1.1136
H 6.5607 2.5438 1.6439
H 7.7395 -0.7256 0.1842
H 7.6961 -3.1153 0.5126
H 5.5680 -4.3708 0.4724
H 3.4476 -3.1443 0.0863
*
```

Record 5
Entry from the OMol25 dataset: a 2-piece molecular cluster, C4H4Br4 overall in a non-equilibrium geometry (ωB97M-V with the def2-TZVPD basis set).

The calculation puts the highest occupied orbital energy at -8.68 eV. As for the largest force on an atom: 3.30 eV Å⁻¹. The calculation puts the frontier orbital gap at 8.6 eV. The energy above the lowest of the compared OMol25 structures with the same formula, charge and spin is 0.7081 eV. The calculation puts the total energy at -10450.8072 a.u. As for the SMILES: Br/C=C\C(Br)=C\Br.Br.

ORCA input file:
```
! RIJCOSX wB97M-V def2-TZVPD def2/J DEFGRID3
* xyz 0 1
Br 1.0592 -0.3507 2.7666
C -0.3010 0.1630 1.5872
C -0.5115 -0.2590 0.2880
C 0.1123 -1.1972 -0.6982
Br 1.6535 -2.1207 -0.0247
C -0.2294 -1.5137 -2.0079
Br 0.7272 -2.6918 -3.0791
H -0.9753 0.8874 2.0080
H -1.3687 0.2323 -0.1628
H -1.0951 -1.0682 -2.4684
Br -0.1873 3.7541 0.7481
H 1.1161 4.1644 1.0431
*
```

Record 6
Entry from the OMol25 dataset: a 3-piece molecular cluster, C5H10N2O2 overall (ωB97M-V with the def2-TZVPD basis set).

The calculation puts the highest occupied orbital energy at -7.76 eV. As for the largest force on an atom: 0.99 eV Å⁻¹. The calculation puts the frontier orbital gap at 8.4 eV. The energy above the lowest of the compared OMol25 structures with the same formula, charge and spin is 2.8834 eV. The calculation puts the total energy at -456.4482 a.u. As for the SMILES: CC(O)=C=N.N=C=O.C.

ORCA input file:
```
! RIJCOSX wB97M-V def2-TZVPD def2/J DEFGRID3
* xyz 0 1
C 0.3489 -1.3863 2.5012
C 0.6442 -0.7552 1.1723
O 1.2296 0.4847 1.2531
C 0.2591 -1.3083 0.0414
N 0.2416 -2.0517 -0.9372
H -0.0877 -2.3722 2.3685
H -0.3365 -0.7542 3.0655
H 1.2739 -1.4748 3.0703
H 1.3226 0.8626 0.3563
H -0.5945 -2.0526 -1.5209
N 1.5302 1.2231 -1.5315
C 0.7398 0.8709 -2.3678
O -0.0285 0.4443 -3.1151
H 2.4994 1.4527 -1.6111
C -1.8009 1.3656 -0.5655
H -2.5443 1.2335 -1.3432
H -2.2965 1.5993 0.3730
H -1.1504 2.2043 -0.8147
H -1.2497 0.4144 -0.3944
*
```

Record 7
Entry from the OMol25 dataset: one molecule with the formula C5H9N2P in a non-equilibrium geometry (ωB97M-V with the def2-TZVPD basis set).

The calculation puts the highest occupied orbital energy at -8.82 eV. As for the largest force on an atom: 4.03 eV Å⁻¹. The calculation puts the frontier orbital gap at 9.8 eV. The energy above the lowest of the compared OMol25 structures with the same formula, charge and spin is 0.4820 eV. The calculation puts the total energy at -646.7366 a.u. As for the SMILES: CCc1p[nH]nc1C.

ORCA input file:
```
! RIJCOSX wB97M-V def2-TZVPD def2/J DEFGRID3
* xyz 0 1
C 1.7758 -0.9766 -0.3528
C 0.8122 -1.0816 0.7720
C -0.6120 -0.5924 0.3844
P -2.0723 -1.4613 0.4452
N -2.8130 -0.1073 -0.2665
N -2.0763 0.9655 -0.3916
C -0.8267 0.7543 -0.0278
C 0.1809 1.8486 -0.0556
H 1.4757 -1.4795 -1.2479
H 2.8436 -1.4286 -0.3311
H 1.9532 -0.0093 -0.8337
H 1.1383 -0.4383 1.5140
H 0.8123 -2.2144 1.0827
H -3.7832 -0.1748 -0.6877
H 1.1473 1.3970 -0.1292
H 0.0939 2.4757 0.9915
H -0.0497 2.5231 -0.8657
*
```

Record 8
Entry from the OMol25 dataset: C6H6N2OS as an isolated structure in a non-equilibrium geometry (ωB97M-V with the def2-TZVPD basis set).

The calculation puts the highest occupied orbital energy at -8.02 eV. As for the largest force on an atom: 3.63 eV Å⁻¹. The calculation puts the frontier orbital gap at 8.6 eV. The energy above the lowest of the compared OMol25 structures with the same formula, charge and spin is 1.5386 eV. The calculation puts the total energy at -815.0989 a.u.

ORCA input file:
```
! RIJCOSX wB97M-V def2-TZVPD def2/J DEFGRID3
* xyz 0 1
C 0.8944 2.0588 -0.9707
C -0.0866 1.1849 -1.4971
C 1.3929 1.8974 0.3423
C -0.6075 0.2648 -0.5769
C -0.0539 0.2943 0.6779
C -1.0429 -1.7063 0.7045
N 0.9586 1.0141 1.1590
N -0.2555 -0.8505 1.4358
O -1.4190 -0.7219 -0.8030
S -0.3005 -3.3381 0.4067
H 1.5141 2.8042 -1.6032
H -0.3383 1.2978 -2.6187
H 2.2207 2.5269 0.5514
H -2.0432 -1.7899 0.9149
H 0.6540 -1.0974 1.7411
H -1.4872 -3.8392 0.1359
*
```